#1
DFT (ωB97M-V/def2-TZVPD) results for a 2-piece molecular cluster, CH7N2Si overall.

Geometry (Å):
C 0.8871 -0.2293 -0.2372
N 2.1545 0.0341 -0.1354
N -0.1338 0.0625 0.4844
Si -1.8803 -0.0646 -0.0744
H 0.4674 -0.9432 -1.0032
H 2.7396 -0.5191 -0.7490
H 2.5103 0.5871 0.7046
H -0.0106 1.3335 1.6182
H -2.1444 -1.4605 -0.3149
H -2.5066 0.6542 1.0792
H -2.0834 0.5453 -1.3722

Frontier orbital gap: 9.7 eV
Net charge: +1



#2
DFT (ωB97M-V/def2-TZVPD) results for a 2-piece molecular cluster, CH7N2Si overall.

Geometry (Å):
C -0.8139 -0.0197 0.8173
N -1.7071 0.3588 1.3057
N 0.2740 1.4525 -0.7976
Si 0.8051 -1.3577 0.2309
H -0.3155 1.5496 -1.8820
H -2.3746 0.1433 2.0719
H 0.6850 2.2885 -1.0603
H 0.6676 0.6829 -1.2987
H 0.1275 -2.7006 0.0727
H 1.4628 -1.0801 -1.0298
H 1.1892 -1.3176 1.5698

Frontier orbital gap: 11.3 eV
Net charge: +1



#1 wins, 32.0 kcal/mol ahead of the next structure.



#1
DFT (ωB97M-V/def2-TZVPD) results for an isolated ion of composition C6H13NO and charge +1.

Geometry (Å):
C 0.6091 -0.6266 -1.3609
O 1.8612 -0.4901 -1.9697
C 0.7691 -0.9097 0.1910
C -0.5728 -0.3689 0.7654
C -0.9036 1.0639 0.4686
C -2.2029 1.3345 0.2276
C 0.1307 2.1216 0.8883
N 0.7651 -2.3335 0.4712
H 0.1768 0.3568 -1.6268
H -0.1077 -1.3454 -1.8003
H 2.1650 -1.3470 -2.2979
H 1.7160 -0.3458 0.3701
H -1.2781 -1.0307 0.2284
H -0.5790 -0.6221 1.8485
H -2.5087 2.3811 0.1488
H -2.9820 0.5929 0.1623
H 0.0544 2.2098 1.9870
H -0.2456 3.0366 0.4027
H 1.1102 1.8186 0.5620
H 1.7361 -2.6325 0.5818
H 0.2868 -2.8636 -0.2484

Frontier orbital gap (alpha / beta): 11.5 / 4.8 eV
Net charge: +1
Multiplicity: 2



#2
DFT (ωB97M-V/def2-TZVPD) results for a 2-piece molecular cluster, C6H13NO overall.

Geometry (Å):
C 1.8865 -1.2445 -1.3241
C 1.2948 -1.4679 0.1278
N -2.2080 -0.3639 0.7854
C -1.1072 -1.0461 0.5614
C 0.1829 -0.5312 0.4227
C 0.3975 0.8870 0.6763
C 1.4878 1.5778 0.3241
H 1.6996 -0.1920 -1.5253
H 1.2401 -1.7057 -2.0654
H 2.9289 -1.5298 -1.3483
H 2.0414 -1.4217 0.9202
H 1.0079 -2.5209 0.1176
H -3.0460 -0.9340 0.7843
H -2.3627 0.6211 0.5693
H -1.3661 -2.0940 0.6274
H -0.4058 1.3207 1.2524
H 1.6038 2.6265 0.5804
H 2.3034 1.2310 -0.2921
H -0.8180 2.2598 -0.7861
H -1.5098 0.9461 -1.2066
O -1.6722 1.8632 -0.9730

Frontier orbital gap (alpha / beta): 9.5 / 8.1 eV
Net charge: +1
Multiplicity: 2



#2 wins, 39.0 kcal/mol ahead of the next structure.



#1
DFT (ωB97M-V/def2-TZVPD) results for an isolated ion of composition C4H10NOS and charge +1.

Geometry (Å):
N -1.7096 -0.4042 0.8912
C -0.6266 0.3075 -0.0203
C -0.8718 -0.3741 -1.3949
O -1.9087 -0.9041 -1.6512
C 0.6613 -0.1259 0.6842
C 2.0177 -0.0406 -0.0855
S 2.0474 1.6027 -0.9552
H -1.8843 -1.3339 0.4820
H -2.6122 0.0680 0.8488
H -1.3791 -0.5036 1.8506
H -0.8851 1.3584 0.1642
H 0.0222 -0.3458 -2.0447
H 0.7233 0.5662 1.5456
H 0.6142 -1.1718 0.9421
H 2.0286 -0.8183 -0.8527
H 2.9465 0.0240 0.4580
H 0.8161 2.0956 -0.8621

Frontier orbital gap: 8.8 eV
Net charge: +1
SMILES string: [NH3+][C@H](C=O)CCS



#2
DFT (ωB97M-V/def2-TZVPD) results for C4H10NOS as an isolated structure.

Geometry (Å):
C -2.4838 -0.5857 0.0765
C -2.5061 0.7663 0.6409
C 3.1827 -1.1593 -0.3067
C 1.5565 1.0128 0.1721
N -1.5976 0.4580 -0.4322
O 0.7123 0.0685 0.1287
S 3.2332 0.6553 -0.0207
H -1.9437 -1.4549 0.6158
H -3.1894 -1.0536 -0.5588
H -3.2816 1.5120 0.5213
H -1.9962 1.0351 1.5464
H 4.1762 -1.4683 -0.8001
H 2.3848 -1.2026 -1.0875
H 2.8990 -1.7474 0.6147
H 1.2068 2.0878 0.5586
H -1.9228 0.7266 -1.3985
H -0.4303 0.3495 -0.2703

Frontier orbital gap: 10.2 eV
Net charge: +1



#1 wins, 10.2 kcal/mol ahead of the next structure.